No. 1
57
Properties=species:S:1:pos:R:3 method="wB97M-V/def2-TZVPD" lumo_ev=0.59 smiles="COCCCNC(=O)CN(CCc1ccccc1)S(=O)(=O)c1ccc(OC)cc1" gap_ha=0.3398 homo_ev=-8.7 de_lowest_ev=1.6250 total_energy_ha=-1700.90556
C 1.914 1.370 -4.186
O 2.377 1.961 -2.998
C 3.733 2.352 -3.083
C 4.277 2.645 -1.687
C 4.675 1.365 -0.943
N 3.540 0.529 -0.634
C 3.159 -0.487 -1.423
O 3.754 -0.832 -2.427
C 1.931 -1.265 -0.934
N 0.961 -0.520 -0.169
C 0.296 0.585 -0.830
C -0.870 0.112 -1.712
C -1.972 -0.513 -0.909
C -3.034 0.256 -0.450
C -4.062 -0.319 0.275
C -4.038 -1.674 0.559
C -2.975 -2.444 0.122
C -1.950 -1.868 -0.606
S 1.300 -0.282 1.449
O 1.668 1.096 1.676
O 2.232 -1.293 1.851
C -0.269 -0.594 2.232
C -1.120 0.445 2.543
C -2.340 0.186 3.143
C -2.700 -1.128 3.438
O -3.867 -1.498 4.011
C -4.824 -0.507 4.311
C -1.814 -2.169 3.137
C -0.608 -1.902 2.531
H 2.450 0.436 -4.389
H 2.040 2.049 -5.039
H 0.855 1.163 -4.045
H 4.320 1.549 -3.549
H 3.809 3.250 -3.719
H 5.156 3.284 -1.777
H 3.513 3.176 -1.118
H 5.177 1.623 -0.007
H 5.353 0.775 -1.567
H 2.978 0.801 0.160
H 2.298 -2.062 -0.283
H 1.449 -1.721 -1.803
H -0.081 1.240 -0.044
H 1.006 1.151 -1.443
H -0.491 -0.603 -2.443
H -1.251 0.984 -2.248
H -3.063 1.313 -0.676
H -4.890 0.291 0.608
H -4.843 -2.128 1.118
H -2.949 -3.501 0.343
H -1.127 -2.475 -0.951
H -0.815 1.458 2.332
H -2.996 1.009 3.376
H -4.444 0.207 5.048
H -5.138 0.028 3.411
H -5.675 -1.040 4.732
H -2.107 -3.176 3.389
H 0.092 -2.687 2.296


No. 2
115
Properties=species:S:1:pos:R:3 method="wB97M-V/def2-TZVPD" lumo_ev=-3.55 gap_ha=0.2078 homo_ev=-9.2 de_lowest_ev=0.4452 total_charge=+1 total_energy_ha=-2688.80755
Ca -0.913 -1.959 -3.136
O 0.397 0.548 -0.060
C 0.073 -0.265 -1.087
O 0.620 -1.334 -1.313
O -0.814 0.088 -1.871
H -0.111 1.346 -0.223
C -5.275 0.509 -1.646
C -6.010 -0.119 -0.496
C -5.433 0.465 0.801
O -4.222 1.081 0.333
C -3.965 0.719 -1.012
H -5.709 1.478 -1.895
H -5.250 -0.047 -2.583
H -5.905 -1.196 -0.627
H -7.070 0.090 -0.638
H -5.330 -0.297 1.574
H -6.158 1.146 1.247
H -3.307 -0.149 -1.070
H -3.375 1.547 -1.407
C -4.346 -3.752 -0.693
C -3.649 -2.983 0.431
C -2.215 -2.906 -0.097
O -2.454 -2.657 -1.494
C -3.747 -3.109 -1.925
H -5.422 -3.634 -0.563
H -4.175 -4.828 -0.663
H -3.698 -3.496 1.391
H -4.057 -1.984 0.579
H -1.667 -3.842 0.013
H -1.636 -2.101 0.357
H -3.647 -3.920 -2.645
H -4.368 -2.293 -2.296
C 0.498 -6.276 -2.865
C 1.570 -5.717 -1.860
C 1.009 -4.361 -1.435
O -0.011 -4.089 -2.388
C -0.641 -5.301 -2.703
H 0.140 -7.268 -2.589
H 0.893 -6.305 -3.881
H 2.548 -5.601 -2.328
H 1.784 -6.369 -1.013
H 1.827 -3.642 -1.463
H 0.579 -4.427 -0.436
H -1.147 -5.155 -3.658
H -1.327 -5.605 -1.911
C 2.616 -3.101 -5.876
C 3.194 -1.958 -5.125
C 2.437 -1.972 -3.824
O 1.116 -2.148 -4.284
C 1.146 -2.967 -5.464
H 3.027 -4.020 -5.458
H 2.902 -3.221 -6.921
H 3.177 -0.978 -5.602
H 4.244 -2.125 -4.882
H 2.576 -1.022 -3.309
H 2.820 -2.691 -3.100
H 0.574 -2.436 -6.224
H 0.620 -3.896 -5.244
C -0.103 3.762 -2.510
C -0.495 5.174 -2.179
C 0.557 5.538 -1.139
O 1.731 4.951 -1.633
C 1.465 3.777 -2.333
H -0.431 3.407 -3.487
H -0.552 3.087 -1.782
H -1.543 5.280 -1.901
H -0.325 5.814 -3.045
H 0.397 5.174 -0.124
H 0.628 6.625 -1.104
H 1.843 2.865 -1.871
H 1.852 3.965 -3.334
C 6.746 4.182 0.906
C 5.362 4.321 1.519
N 4.801 3.093 2.133
C 3.739 3.424 3.133
C 3.267 2.202 3.982
C 4.587 1.986 1.205
C 3.313 2.132 0.349
H 6.759 3.389 0.158
H 7.476 3.794 1.617
H 7.168 5.026 0.360
H 5.425 5.029 2.345
H 4.695 4.702 0.746
H 4.087 4.140 3.878
H 2.895 3.887 2.623
H 4.128 1.728 4.452
H 2.512 2.475 4.719
H 2.859 1.451 3.306
H 4.446 1.174 1.919
H 5.445 1.683 0.606
H 2.402 2.180 0.946
H 3.212 1.365 -0.418
H 3.309 3.070 -0.206
C -0.444 0.217 7.191
C -0.369 0.973 5.878
N -1.554 0.908 5.041
C -1.896 -0.432 4.562
C -3.191 -0.489 3.697
C -1.547 1.964 3.990
C -0.502 1.809 2.872
H 0.451 0.315 7.805
H -0.584 -0.851 7.023
H -1.285 0.628 7.749
H -0.227 2.026 6.123
H 0.501 0.622 5.323
H -1.096 -0.835 3.941
H -2.036 -1.098 5.414
H -2.915 -0.250 2.670
H -3.566 -1.513 3.686
H -3.918 0.261 4.009
H -1.570 2.959 4.434
H -2.508 2.040 3.482
H -0.714 1.015 2.157
H 0.463 1.626 3.346
H -0.485 2.755 2.331


No. 3
19
Properties=species:S:1:pos:R:3 method="wB97M-V/def2-TZVPD" lumo_ev=0.24 gap_ha=0.3561 homo_ev=-9.5 de_lowest_ev=5.4832 total_energy_ha=-891.43898
C -1.114 -0.518 -0.215
C -2.279 -1.091 0.090
C 0.201 -1.231 -0.788
C -0.886 0.971 -0.242
C 0.541 1.285 0.013
C 1.424 0.700 -1.082
N 1.240 -0.712 -1.365
N -1.115 -3.171 1.452
O -2.231 -3.846 -0.712
O -0.170 -2.547 -0.933
S -1.622 -2.732 -0.082
H -1.370 1.341 -1.147
H -1.506 1.322 0.541
H 0.576 2.320 0.204
H 0.827 0.759 0.963
H 1.258 1.275 -1.958
H 2.375 0.820 -0.567
H -0.634 -2.325 1.901
H -0.931 -4.191 1.718


No. 4
13
Properties=species:S:1:pos:R:3 method="wB97M-V/def2-TZVPD" lumo_ev=-0.15 gap_ha=0.2809 homo_ev=-7.8 de_lowest_ev=5.9131 total_energy_ha=-733.85885
C -0.066 0.461 0.058
H -2.106 2.873 1.606
H -1.494 1.487 2.425
H 0.421 2.135 1.046
H -1.720 0.905 -0.828
H -1.706 -1.745 -1.181
H 3.103 -1.263 0.460
N -1.679 1.960 1.399
N -0.259 1.918 0.373
N -1.074 0.109 -0.633
N 0.972 -0.256 0.633
O -0.895 -0.892 -1.728
S 1.583 -1.634 -0.154